# 1
A structure of composition C37H35As2BrCl2CsN3O5. Source: OMol25; level of theory: ωB97M-V/def2-TZVPD.

```
! wB97M-V def2-TZVPD RIJCOSX def2/J DEFGRID3
* xyz -2 1
Cs -1.304 -0.397 0.134
N -0.243 3.056 -0.418
C -0.022 2.503 0.927
C 1.317 1.744 1.105
O 1.985 1.615 0.031
N 1.684 1.287 2.272
C 0.694 1.132 3.313
C -0.280 -0.071 3.144
O -1.368 -0.054 3.749
O 0.073 -0.967 2.317
H 0.244 2.443 -1.071
H 0.302 3.912 -0.463
H -0.854 1.837 1.142
H -0.118 3.296 1.673
H 0.061 2.011 3.511
H 1.232 0.948 4.252
Cl 0.253 -1.243 -2.788
C -1.342 -1.896 -3.197
Cl -2.054 -3.030 -2.018
H -1.214 -2.481 -4.099
H -2.046 -1.069 -3.315
C 2.702 -2.785 1.361
C 3.202 -1.348 1.230
As 3.711 -0.699 -0.552
C 5.177 -2.024 -0.926
C 5.977 -2.602 0.058
C 6.971 -3.514 -0.263
C 7.194 -3.864 -1.591
C 6.413 -3.296 -2.586
C 5.411 -2.391 -2.250
C 5.044 0.652 -0.027
C 6.090 0.930 -0.900
C 7.054 1.885 -0.594
C 6.976 2.577 0.606
C 5.929 2.314 1.478
C 4.960 1.366 1.170
As 0.925 -3.178 0.586
C 0.182 -4.204 2.080
C -0.936 -3.751 2.773
C -1.455 -4.483 3.834
C -0.860 -5.674 4.225
C 0.268 -6.128 3.553
C 0.781 -5.396 2.491
C 1.398 -4.714 -0.543
C 0.550 -5.808 -0.710
C 0.839 -6.807 -1.631
C 1.981 -6.729 -2.415
C 2.826 -5.635 -2.276
C 2.529 -4.640 -1.355
H 2.576 -2.999 2.425
H 3.399 -3.529 0.965
H 4.075 -1.218 1.877
H 2.453 -0.635 1.592
H 5.818 -2.327 1.097
H 7.576 -3.954 0.521
H 7.969 -4.579 -1.843
H 6.573 -3.562 -3.625
H 4.785 -1.967 -3.030
H 6.172 0.389 -1.837
H 7.859 2.080 -1.292
H 7.721 3.324 0.856
H 5.847 2.865 2.408
H 4.120 1.223 1.839
H -1.363 -2.785 2.537
H -2.316 -4.098 4.366
H -1.265 -6.239 5.057
H 0.752 -7.050 3.856
H 1.660 -5.763 1.971
H -0.349 -5.885 -0.109
H 0.162 -7.647 -1.735
H 2.206 -7.511 -3.131
H 3.720 -5.545 -2.882
H 3.196 -3.793 -1.281
Br -8.454 3.532 -3.217
C -6.682 3.358 -2.532
C -6.112 4.424 -1.862
N -4.879 4.361 -1.368
C -4.195 3.228 -1.520
C -4.696 2.112 -2.191
C -5.973 2.186 -2.719
C -3.818 0.875 -2.361
O -3.512 0.568 -3.532
O -3.475 0.317 -1.296
H -6.660 5.350 -1.724
H -3.192 3.199 -1.101
H -6.391 1.358 -3.275
*
```

Calculated values
HOMO-LUMO gap	5.7	eV
max |F|	0.0173	hartree/bohr
E_LUMO	3.54	eV
highest occupied orbital energy	-2.1686	eV

# 2
A structure of composition C37H35CeOP2 in a non-equilibrium geometry. Source: OMol25; level of theory: ωB97M-V/def2-TZVPD.

```
! wB97M-V def2-TZVPD RIJCOSX def2/J DEFGRID3
* xyz 2 2
C -3.306 2.617 0.060
C -2.059 2.748 -0.568
C -1.995 3.354 -1.830
C -3.151 3.834 -2.441
C -4.385 3.716 -1.801
C -4.460 3.103 -0.551
P -0.544 2.066 0.205
C 0.755 3.162 -0.489
C 1.645 2.642 -1.436
C 2.608 3.465 -2.020
C 2.693 4.808 -1.656
C 1.815 5.329 -0.704
C 0.848 4.512 -0.123
Ce 0.000 0.000 0.000
P -1.908 -0.637 -0.821
C -2.552 0.070 -2.380
C -3.895 0.349 -2.645
C -4.272 0.871 -3.884
C -3.313 1.115 -4.866
C -1.966 0.854 -4.601
C -1.587 0.345 -3.364
C -1.515 -2.368 -1.278
C -0.910 -3.150 -0.277
C -0.507 -4.455 -0.550
C -0.709 -4.995 -1.822
C -1.314 -4.227 -2.817
C -1.713 -2.917 -2.551
C -3.342 -0.861 0.297
C -3.245 -0.360 1.601
C -4.281 -0.557 2.513
C -5.419 -1.268 2.131
C -5.511 -1.798 0.842
C -4.474 -1.603 -0.070
C -0.697 2.605 1.954
C -1.447 3.727 2.340
C -1.505 4.107 3.681
C -0.813 3.376 4.647
C -0.059 2.265 4.269
C -0.002 1.877 2.931
H -0.761 -2.728 0.715
H -0.035 -5.048 0.227
H -0.395 -6.013 -2.036
H -1.474 -4.647 -3.807
H -2.176 -2.321 -3.331
H -4.647 0.178 -1.882
H -5.317 1.094 -4.077
H -3.611 1.519 -5.829
H -1.212 1.058 -5.357
H -0.540 0.162 -3.134
H -2.338 0.167 1.890
H -4.195 -0.163 3.522
H -6.226 -1.425 2.840
H -6.386 -2.373 0.551
H -4.536 -2.045 -1.061
H -1.994 4.298 1.597
H -2.092 4.975 3.968
H -0.862 3.673 5.692
H 0.486 1.694 5.015
H 0.586 1.014 2.627
H 1.583 1.586 -1.685
H 3.299 3.051 -2.749
H 3.449 5.448 -2.104
H 1.887 6.373 -0.408
H 0.173 4.921 0.622
H -1.037 3.455 -2.330
H -3.087 4.297 -3.422
H -5.285 4.095 -2.279
H -5.418 3.001 -0.047
H -3.375 2.149 1.035
H -7.702 4.210 -2.147
H -7.915 4.059 -1.451
C 2.902 -1.633 0.778
O 1.697 -0.955 0.455
H 3.112 -1.517 1.861
H 3.738 -1.201 0.190
H 2.796 -2.710 0.535
*
```

Calculated values
expectation value of S²	0.752
HOMO-LUMO gap (spin up / spin down)	7.1 / 7.1	eV
max |F|	0.3205	hartree/bohr
E_LUMO (spin up / spin down)	-6.94 / -6.82	eV
highest occupied orbital energy (spin up / spin down)	-14.0055 / -13.9355	eV

# 3
A structure of composition C37H35Cl2MoN3O3PSSbSe4. Source: OMol25; level of theory: ωB97M-V/def2-TZVPD.

```
! wB97M-V def2-TZVPD RIJCOSX def2/J DEFGRID3
* xyz 0 3
Mo 0.204 0.734 0.751
Cl 0.725 -0.620 2.742
C 0.879 0.574 4.031
C 0.734 0.099 5.319
C 0.865 0.998 6.366
C 1.145 2.328 6.097
C 1.280 2.761 4.789
Cl 1.630 4.438 4.517
C 1.133 1.899 3.695
S 1.232 2.493 2.043
H 0.492 -0.942 5.483
H 0.739 0.664 7.387
H 1.250 3.046 6.898
C 4.267 0.514 2.492
C 4.436 0.209 1.007
C 4.325 -1.292 0.751
C 3.506 1.070 0.111
C 4.134 1.412 -1.228
O 3.622 0.383 -2.094
C 2.512 -0.092 -1.508
N 2.261 0.346 -0.322
C 1.863 -1.159 -2.301
C 2.583 -1.611 -3.417
C 2.154 -2.701 -4.146
C 1.000 -3.372 -3.768
C 0.279 -2.923 -2.679
C 0.682 -1.809 -1.942
P -0.455 -1.284 -0.601
C -0.575 -2.888 0.270
C -1.645 -3.771 0.200
C -1.596 -4.981 0.880
C -0.479 -5.322 1.624
C 0.604 -4.454 1.680
C 0.553 -3.248 1.006
C -2.009 -1.109 -1.542
C -3.233 -1.331 -0.912
C -4.418 -1.206 -1.618
C -4.399 -0.803 -2.945
C -3.190 -0.520 -3.563
C -1.999 -0.686 -2.871
H 5.037 0.001 3.071
H 3.298 0.179 2.858
H 4.344 1.584 2.695
H 5.452 0.511 0.731
H 3.357 -1.667 1.083
H 5.096 -1.818 1.315
H 4.452 -1.552 -0.303
H 3.222 1.962 0.659
H 5.219 1.351 -1.241
H 3.810 2.375 -1.628
H 3.494 -1.108 -3.701
H 2.727 -3.033 -5.001
H 0.658 -4.236 -4.322
H -0.631 -3.437 -2.396
H -2.526 -3.534 -0.379
H -2.444 -5.651 0.833
H -0.450 -6.261 2.162
H 1.485 -4.715 2.252
H 1.407 -2.581 1.042
H -3.285 -1.597 0.137
H -5.354 -1.387 -1.105
H -5.327 -0.683 -3.489
H -3.167 -0.171 -4.587
H -1.065 -0.480 -3.378
O -4.594 1.703 -1.053
C -4.309 3.079 -1.076
N -4.102 3.462 -2.445
C -2.955 3.389 -3.176
O -2.958 3.514 -4.387
C -1.638 3.277 -2.455
C -0.639 4.184 -2.780
C 0.581 4.088 -2.135
C 0.761 3.092 -1.196
N -0.179 2.185 -0.902
C -1.360 2.278 -1.537
H -4.763 1.387 -0.148
H -3.419 3.326 -0.488
H -5.150 3.659 -0.689
H -4.927 3.515 -3.026
H -0.827 4.947 -3.524
H 1.381 4.788 -2.333
H 1.682 3.023 -0.632
H -2.111 1.543 -1.283
Se -2.480 -2.443 3.630
Sb -3.393 -0.319 3.090
Se -2.040 1.124 1.366
Se -5.545 0.100 2.149
Se -2.916 1.203 5.036
*
```

Calculated values
expectation value of S²	2.023
HOMO-LUMO gap (spin up / spin down)	6.3 / 5.7	eV
max |F|	0.0085	hartree/bohr
E_LUMO (spin up / spin down)	-1.03 / -1.79	eV
highest occupied orbital energy (spin up / spin down)	-7.3699 / -7.5193	eV

Which formula does entry 2 have?
C37H35CeOP2

Which formula does entry 1 have?
C37H35As2BrCl2CsN3O5